1.
Molecular formula: C2BrClF2N2
Method: DFT, ωB97M-V/def2-TZVPD

Computed properties:
LUMO energy (alpha / beta), eV: -1.4 / -1.3
HOMO energy (alpha / beta), eV: -9.1 / -9.2

Geometry (Å):
C (1.14147, -0.44886, -0.57509)
C (0.08078, 0.09532, -1.18119)
N (1.74777, -0.81254, 0.39397)
N (-1.16081, -0.22734, 1.30417)
F (0.09580, 1.38187, -1.27558)
F (-0.72334, -0.46107, -2.12893)
Cl (-1.36827, 1.41146, 1.36576)
Br (0.18659, -0.93884, 2.09689)



2.
Molecular formula: C2BrClF5N
Method: DFT, ωB97M-V/def2-TZVPD

Computed properties:
LUMO energy (alpha / beta), eV: -0.6 / -1.6
HOMO energy (alpha / beta), eV: -9.8 / -9.5

Geometry (Å):
C (-0.06031, -0.18263, 0.85396)
C (-0.52491, 0.91772, 0.00352)
N (1.15976, -1.81338, -1.11096)
F (-0.92807, -0.90095, 1.55188)
F (0.96658, 0.09706, 1.59530)
F (-1.55015, 0.59856, -0.79927)
F (-0.89824, 1.98004, 0.70649)
F (0.45364, 1.30694, -0.77841)
Cl (0.51157, -1.64070, -2.64363)
Br (1.10529, -3.42108, -0.37379)



3.
Molecular formula: C2BrClFIO
Method: DFT, ωB97M-V/def2-TZVPD

Computed properties:
LUMO energy (alpha / beta), eV: 0.3 / -4.0
Multiplicity: 3
HOMO energy (alpha / beta), eV: -8.2 / -10.4

Geometry (Å):
C (0.55568, -0.50762, -0.53419)
C (-0.05291, 0.46653, 0.40846)
O (0.70184, -0.33557, -1.69550)
F (0.09287, 0.26451, 1.69876)
Cl (1.04127, -1.98210, 0.28858)
Br (0.18128, 2.26872, -0.06125)
I (-2.52003, -0.17446, -0.10485)



4.
Molecular formula: C2BrClI2O
Method: DFT, ωB97M-V/def2-TZVPD

Computed properties:
LUMO energy, eV: -1.7
HOMO energy, eV: -8.9

Geometry (Å):
C (-1.32938, 0.48255, -0.80735)
C (0.90115, -0.25857, 1.48955)
O (-1.49963, 0.18440, 0.31339)
Cl (-1.58921, 2.06457, -1.52816)
Br (-0.29055, -0.82860, -1.92291)
I (2.61614, 0.76927, 0.83172)
I (1.19148, -2.41361, 1.62376)



5.
Molecular formula: C2BrF3N2
Method: DFT, ωB97M-V/def2-TZVPD

Computed properties:
LUMO energy, eV: -0.5
SMILES string: FC(F)(F)C1(Br)N=N1
HOMO energy, eV: -10.5

Geometry (Å):
C (-0.53114, -0.31539, -0.13716)
C (0.63507, 0.43682, 0.36898)
N (-0.49745, -0.97773, -1.63378)
N (-1.08314, 0.06222, -1.40413)
F (0.35460, 1.15042, 1.46388)
F (1.67992, -0.41795, 0.79564)
F (1.21393, 1.15884, -0.54491)
Br (-1.77179, -1.09724, 1.09148)



6.
Molecular formula: C2BrO4
Method: DFT, ωB97M-V/def2-TZVPD

Computed properties:
LUMO energy, eV: 3.7
Charge: -1
HOMO energy, eV: -3.6

Geometry (Å):
C (1.07021, -1.19120, 0.09572)
C (-0.99517, 0.43687, 0.34775)
O (1.41919, -0.80769, -0.95254)
O (0.84861, -1.76760, 1.04451)
O (-1.25313, 0.81839, 1.66217)
O (-1.16186, 1.81444, 0.62772)
Br (-2.72534, -0.32087, -0.58817)



7.
Molecular formula: C2BrO4
Method: DFT, ωB97M-V/def2-TZVPD

Computed properties:
LUMO energy, eV: 3.6
Charge: -1
HOMO energy, eV: -5.5

Geometry (Å):
C (0.92238, 0.88856, 1.04081)
C (-0.67872, -0.48779, -0.71490)
O (0.34371, 0.75642, 2.03943)
O (1.64029, 1.39143, 0.27970)
O (-1.36782, 0.44189, -0.95484)
O (0.36240, -0.75962, 0.02445)
Br (-1.22225, -2.23088, -1.71466)



8.
Molecular formula: C2Cl2F2N2
Method: DFT, ωB97M-V/def2-TZVPD

Computed properties:
LUMO energy, eV: -1.7
SMILES string: N#CC(Cl)(Cl)N(F)F
HOMO energy, eV: -12.1

Geometry (Å):
C (0.83540, 0.21273, -0.88854)
C (-0.23278, -0.45894, -0.22591)
N (1.74580, 0.72772, -1.31738)
N (-0.58649, 0.38590, 1.01145)
F (0.48005, 0.32606, 1.91723)
F (-0.55074, 1.64194, 0.50264)
Cl (-1.61528, -0.40773, -1.31662)
Cl (-0.07596, -2.42768, 0.31713)



9.
Molecular formula: C2Cl2FNO2
Method: DFT, ωB97M-V/def2-TZVPD

Computed properties:
LUMO energy (alpha / beta), eV: 0.4 / -3.7
Multiplicity: 3
HOMO energy (alpha / beta), eV: -6.8 / -11.2

Geometry (Å):
C (0.01980, -0.48088, 0.03339)
C (1.21270, 0.11872, 0.07424)
N (-1.43095, 0.24386, -0.02519)
O (-1.37501, 1.41008, -0.17978)
O (-2.34322, -0.46607, 0.14447)
F (-0.20510, -1.76217, -0.02330)
Cl (2.60899, -0.90976, -0.07363)
Cl (1.51280, 1.84622, 0.04980)



10.
Molecular formula: C2Cl2N2
Method: DFT, ωB97M-V/def2-TZVPD

Computed properties:
LUMO energy (alpha / beta), eV: -4.0 / -3.9
HOMO energy (alpha / beta), eV: -9.0 / -9.1

Geometry (Å):
C (-0.60883, -0.62117, -0.01016)
C (0.21128, 0.48174, 0.09919)
N (-1.44916, -1.41846, -0.08872)
N (1.03607, 1.36100, 0.09313)
Cl (2.26277, -1.97895, 0.04350)
Cl (2.69014, 1.56983, -0.07056)



11.
Molecular formula: C2Cl2N2
Method: DFT, ωB97M-V/def2-TZVPD

Computed properties:
LUMO energy (alpha / beta), eV: -3.0 / -3.0
HOMO energy (alpha / beta), eV: -9.3 / -9.3

Geometry (Å):
C (1.96503, 0.22327, -0.01927)
C (-2.30344, 0.38821, -0.01330)
N (3.04010, 0.19353, -0.45502)
N (0.74972, -0.19484, 0.13852)
Cl (-0.70096, 0.75261, 0.40102)
Cl (-2.75045, -1.36277, -0.05197)



12.
Molecular formula: C2Cl2O3S
Method: DFT, ωB97M-V/def2-TZVPD

Computed properties:
LUMO energy, eV: -0.5
HOMO energy, eV: -9.9

Geometry (Å):
C (0.44253, -0.92813, 1.93456)
C (-0.70605, -0.07002, -0.02482)
O (-0.09807, -1.26123, 2.90155)
O (-1.56126, 0.29799, 0.71205)
O (0.09828, 0.78520, -0.58030)
S (0.92507, 0.56176, -2.03814)
Cl (-0.46014, -1.85583, -0.43886)
Cl (1.35965, 2.47026, -2.46604)



| no. | electronic energy (Eh) |
| --- | --- |
| 1 | -3419.42935 |
| 2 | -3664.33734 |
| 3 | -3583.11473 |
| 4 | -3780.90809 |
| 5 | -3059.25603 |
| 6 | -2951.12190 |
| 7 | -2951.32725 |
| 8 | -1305.63734 |
| 9 | -1301.40395 |
| 10 | -1105.89975 |
| 11 | -1105.80524 |
| 12 | -1620.44910 |